Formula: C20H14BrCrIN2O8
Source: OMol25
Level of theory: ωB97M-V/def2-TZVPD

```
47
Properties=species:S:1:pos:R:3:lowdin_charge:R:1
Cr 0.70 -0.03 0.68 0.791
C 2.75 -0.83 -0.06 -0.196
C 2.50 0.42 -0.68 -0.189
C 2.50 1.41 0.33 -0.172
C 2.75 0.77 1.57 -0.165
C 2.92 -0.61 1.33 -0.155
H 2.80 -1.78 -0.56 0.070
H 2.36 0.58 -1.74 0.086
H 2.32 2.47 0.20 0.106
H 2.78 1.25 2.53 0.106
H 3.12 -1.37 2.07 0.103
O -2.53 -2.28 2.01 0.141
C -2.24 -1.12 1.89 -0.449
O -2.19 -0.48 0.71 0.018
C -2.02 -0.23 3.08 -0.026
C -2.79 -0.47 4.19 0.074
C -2.69 0.37 5.30 -0.149
C -1.82 1.44 5.31 0.074
C -1.03 1.68 4.20 -0.043
C -1.07 0.84 3.03 -0.245
O -0.31 1.02 2.03 -0.086
N -0.13 2.82 4.30 -0.348
O 0.56 3.13 3.35 0.084
O -0.09 3.41 5.38 0.033
N -3.53 0.13 6.46 -0.368
O -4.29 -0.82 6.43 0.054
O -3.36 0.83 7.44 0.049
H -3.47 -1.31 4.19 0.133
H -1.75 2.09 6.16 0.126
C -1.54 -0.68 -1.58 -0.039
C -1.02 -0.71 -0.17 -0.579
O -0.23 -1.68 0.23 -0.150
H -1.93 -1.66 -1.86 0.084
H -0.74 -0.41 -2.27 0.029
H -2.34 0.06 -1.66 0.079
Br 1.79 -3.77 -6.68 0.695
C 1.47 -1.93 -6.38 -0.742
C 1.40 -1.10 -7.48 -0.146
C 1.17 0.26 -7.32 -0.090
C 1.01 0.78 -6.04 -0.083
C 1.08 -0.06 -4.94 -0.154
C 1.31 -1.42 -5.09 -0.746
I 1.38 -2.58 -3.37 1.002
H 1.53 -1.52 -8.47 0.095
H 1.12 0.90 -8.19 0.103
H 0.83 1.83 -5.90 0.106
H 0.95 0.35 -3.94 0.080
```

Multiplicity = 4
LUMO (alpha / beta) = 1.96 / 1.96 eV
E = -146888.8807 eV
Total charge = -1

---

Formula: C4H10NS
Source: OMol25
Level of theory: ωB97M-V/def2-TZVPD

```
16
Properties=species:S:1:pos:R:3:lowdin_charge:R:1
C 1.41 1.52 0.44 -0.178
N 0.54 0.85 -0.48 -0.122
C 0.00 -0.44 0.00 -0.513
C -1.34 -0.26 0.72 -0.101
C -0.22 -1.35 -1.22 -0.755
S -0.45 -3.10 -0.72 0.059
H 0.91 2.04 1.27 0.063
H 2.12 0.83 0.93 0.073
H 2.04 2.27 -0.05 0.059
H -0.22 1.44 -0.78 0.092
H 0.77 -0.90 0.62 0.101
H -1.61 0.80 0.80 0.058
H -1.29 -0.57 1.78 0.062
H -2.10 -0.87 0.25 0.044
H -1.15 -0.99 -1.68 0.035
H 0.60 -1.26 -1.91 0.023
```

LUMO = 3.73 eV
E = -16635.7994 eV
Total charge = -1
SMILES = CN[C@@H](C)C[S-]

---

Formula: C4H7NO2
Source: OMol25
Level of theory: ωB97M-V/def2-TZVPD

```
14
Properties=species:S:1:pos:R:3:lowdin_charge:R:1
C -2.18 -0.78 0.02 -0.128
C -0.23 0.60 -0.91 -0.345
O -1.11 -0.72 -0.92 -0.254
O -0.65 1.59 -0.34 0.071
H 0.19 0.61 -1.93 0.159
H -3.11 -0.95 -0.52 0.080
H -2.24 0.15 0.59 0.078
H -1.99 -1.60 0.71 0.072
C 2.20 0.52 0.65 -0.024
C 1.09 -0.27 0.11 -0.280
N 0.61 -1.37 0.21 0.302
H 1.78 1.41 1.12 0.092
H 2.79 -0.03 1.38 0.086
H 2.84 0.85 -0.17 0.092
```

LUMO (alpha / beta) = -1.13 / -1.13 eV
E = -9842.5303 eV

---

Formula: C2H5N3S
Source: OMol25
Level of theory: ωB97M-V/def2-TZVPD

```
11
Properties=species:S:1:pos:R:3:lowdin_charge:R:1
H -1.46 0.14 1.14 -0.016
N -0.76 0.21 1.86 0.091
C 0.43 0.00 1.50 -0.314
N 0.97 -0.30 0.24 0.013
C 0.42 -0.66 -0.96 -0.359
N -0.50 -0.13 -1.67 -0.371
S -1.11 1.32 -1.13 0.742
H 1.26 0.09 2.17 0.108
H 1.92 -0.61 0.39 0.125
H 0.83 -1.55 -1.40 0.112
H -2.00 1.48 -2.14 -0.130
```

LUMO = 0.63 eV
E = -17459.3233 eV
SMILES = [H]/N=C\N/C=N\S

---

Formula: C4H3NOS
Source: OMol25
Level of theory: ωB97M-V/def2-TZVPD

```
10
Properties=species:S:1:pos:R:3:lowdin_charge:R:1
C 1.18 -0.93 2.71 0.146
C 0.81 -0.64 1.60 -0.138
C 0.26 -0.30 0.36 -0.651
N 0.12 -1.19 -0.54 0.049
O -0.48 -0.75 -1.67 -0.161
C -0.76 0.68 -1.65 -0.437
S -0.32 1.30 -0.03 0.974
H 1.40 -1.30 3.70 0.044
H -0.18 1.16 -2.43 0.080
H -1.86 0.76 -1.84 0.095
```

LUMO = 0.62 eV
E = -18565.2827 eV
SMILES = C#CC1=NOCS1

---

Formula: C37H80BrFN2O24P6
Source: OMol25
Level of theory: ωB97M-V/def2-TZVPD

```
151
Properties=species:S:1:pos:R:3:lowdin_charge:R:1
C 3.02 -5.82 -4.27 -0.027
C 1.61 -5.22 -3.91 -0.335
F 1.35 -5.33 -2.55 -0.026
C 1.37 -3.79 -4.51 -0.048
C 0.95 -2.71 -3.49 -0.329
O -0.44 -2.52 -3.17 -0.015
C -1.12 -3.66 -3.10 -0.320
N -1.52 -4.73 -2.97 0.212
C 1.83 -2.40 -2.23 -0.397
C 3.30 -2.93 -2.22 -0.140
C 4.25 -2.19 -1.23 -0.166
C 5.29 -1.28 -1.98 -0.141
C 6.20 -2.13 -2.92 -0.180
O 7.55 -1.56 -2.88 -0.089
C 8.05 -1.74 -4.17 -0.336
O 7.88 -0.93 -5.02 0.108
P 1.02 -2.94 -0.58 1.024
N 1.20 -1.65 0.60 -0.178
O 1.88 -4.25 0.05 -0.280
O 1.97 -0.94 -2.15 -0.005
C 1.05 -0.38 -3.04 -0.392
O 0.36 0.56 -2.90 0.155
C 1.24 -1.35 -4.29 -0.474
O 2.61 -1.07 -4.63 -0.040
P 0.22 -1.02 -5.84 0.639
O 1.06 -1.69 -7.14 -0.363
Br 0.20 1.19 -6.27 0.319
H 3.54 -6.06 -3.32 0.083
H 3.63 -5.13 -4.89 0.072
H 2.91 -6.76 -4.86 0.081
H 0.89 -5.90 -4.42 0.138
H 2.28 -3.52 -5.07 0.112
H 0.56 -3.86 -5.27 0.132
H 3.37 -4.01 -2.00 0.103
H 3.68 -2.83 -3.27 0.107
H 3.74 -1.55 -0.50 0.092
H 4.85 -2.92 -0.64 0.123
H 4.80 -0.50 -2.58 0.121
H 5.95 -0.82 -1.21 0.118
H 5.82 -2.03 -3.96 0.116
H 6.24 -3.20 -2.63 0.133
H 8.58 -2.70 -4.37 0.156
H 1.63 -2.07 1.42 0.027
H 1.90 -0.95 0.31 0.056
H 1.77 -4.26 1.02 0.039
H 2.86 -1.49 -5.46 0.084
H 1.87 -1.16 -7.31 0.044
C 7.88 2.81 -0.62 -0.078
C 8.83 3.41 0.40 -0.292
O 9.71 2.44 0.94 -0.204
P 11.17 2.13 0.22 0.621
O 11.75 3.51 0.18 -0.232
O 11.99 1.54 1.51 -0.216
C 13.20 2.17 1.94 -0.295
C 12.94 3.22 3.00 -0.077
O 10.73 0.55 -0.07 -0.184
C 10.10 0.16 -1.29 -0.291
C 10.64 0.86 -2.52 -0.076
H 8.42 2.52 -1.53 0.060
H 7.11 3.53 -0.91 0.080
H 7.40 1.92 -0.23 0.076
H 9.38 4.25 -0.03 0.107
H 8.24 3.81 1.24 0.118
H 13.75 2.58 1.09 0.101
H 13.84 1.39 2.36 0.114
H 12.09 3.86 2.74 0.071
H 13.82 3.85 3.15 0.076
H 12.68 2.75 3.95 0.074
H 9.02 0.29 -1.20 0.094
H 10.27 -0.92 -1.40 0.120
H 10.62 1.95 -2.41 0.067
H 10.05 0.59 -3.40 0.076
H 11.68 0.57 -2.70 0.087
C -1.11 -6.48 7.44 -0.080
C -0.40 -6.00 6.19 -0.294
O -1.28 -5.31 5.31 -0.204
P -1.50 -3.67 5.45 0.621
O -0.08 -3.20 5.37 -0.235
O -1.97 -3.33 3.92 -0.209
C -1.24 -2.38 3.14 -0.266
C -0.16 -3.06 2.31 -0.122
O -3.13 -3.89 5.78 -0.186
C -3.62 -4.01 7.11 -0.289
C -2.93 -3.11 8.12 -0.088
H -1.39 -5.64 8.08 0.058
H -0.47 -7.14 8.03 0.079
H -2.03 -7.02 7.18 0.081
H 0.46 -5.38 6.45 0.106
H -0.02 -6.86 5.64 0.118
H -0.82 -1.60 3.77 0.106
H -1.95 -1.89 2.47 0.112
H 0.40 -3.80 2.89 0.083
H 0.56 -2.30 1.89 -0.002
H -0.62 -3.61 1.48 0.066
H -3.57 -5.06 7.42 0.102
H -4.68 -3.76 7.08 0.122
H -1.84 -3.24 8.10 0.064
H -3.28 -3.34 9.13 0.086
H -3.14 -2.07 7.90 0.084
C -5.30 4.50 1.23 -0.068
C -4.99 3.58 0.06 -0.305
O -3.71 2.99 0.18 -0.198
P -3.51 1.56 0.98 0.623
O -4.50 0.70 0.25 -0.228
O -2.14 1.03 0.26 -0.206
C -2.11 -0.23 -0.42 -0.280
C -2.44 -0.07 -1.89 -0.059
O -2.50 2.28 2.10 -0.186
C -3.01 2.83 3.32 -0.289
C -4.11 2.01 3.95 -0.085
H -5.44 3.93 2.15 0.061
H -6.22 5.07 1.05 0.077
H -4.48 5.21 1.39 0.083
H -5.77 2.82 -0.03 0.088
H -4.99 4.16 -0.86 0.114
H -2.78 -0.94 0.06 0.101
H -1.10 -0.63 -0.32 0.087
H -3.30 0.58 -2.06 0.077
H -2.65 -1.04 -2.35 0.073
H -1.60 0.38 -2.42 0.045
H -3.32 3.86 3.15 0.101
H -2.16 2.88 4.01 0.121
H -4.93 1.82 3.25 0.064
H -4.52 2.54 4.82 0.086
H -3.73 1.04 4.29 0.082
C -11.58 2.48 -2.93 -0.079
C -12.21 3.80 -2.51 -0.293
O -11.75 4.22 -1.23 -0.204
P -10.40 5.16 -1.08 0.621
O -10.75 6.30 -1.99 -0.232
O -10.72 5.87 0.36 -0.217
C -10.78 7.29 0.46 -0.295
C -12.20 7.80 0.26 -0.076
O -9.63 3.97 -0.18 -0.186
C -8.81 2.98 -0.80 -0.281
C -7.97 3.50 -1.94 -0.083
H -10.52 2.61 -3.14 0.058
H -12.06 2.09 -3.83 0.079
H -11.68 1.74 -2.13 0.081
H -12.02 4.57 -3.26 0.107
H -13.29 3.67 -2.43 0.118
H -10.09 7.76 -0.24 0.101
H -10.44 7.57 1.46 0.114
H -12.69 7.32 -0.59 0.071
H -12.21 8.88 0.10 0.076
H -12.81 7.57 1.13 0.074
H -9.43 2.14 -1.11 0.104
H -8.15 2.59 -0.02 0.114
H -8.57 4.01 -2.70 0.067
H -7.45 2.67 -2.43 0.095
H -7.22 4.21 -1.58 0.065
```

LUMO = -0.50 eV
E = -220276.2643 eV
SMILES = C[C@@H](F)C[C@@]1(OC#N)[C@](CCCCOC=O)(P(N)O)OC(=O)[C@]1(O)P(O)Br.CCOP(=O)(OCC)OCC.CCOP(=O)(OCC)OCC.CCOP(=O)(OCC)OCC.CCOP(=O)(OCC)OCC

---

Formula: C10Cl11FeN2SbSe4
Source: OMol25
Level of theory: ωB97M-V/def2-TZVPD

```
29
Properties=species:S:1:pos:R:3:lowdin_charge:R:1
Fe -0.03 -0.51 -0.54 -0.495
Cl 1.22 1.02 -1.97 0.742
C 1.08 1.92 -0.47 -0.641
C 0.39 1.21 0.50 -0.247
C 0.25 1.89 1.71 -0.675
Cl -0.59 1.15 3.03 0.611
C 0.78 3.17 1.91 -0.703
Cl 0.59 3.98 3.43 0.620
C 1.47 3.82 0.89 -0.717
Cl 2.14 5.40 1.13 0.622
C 1.63 3.18 -0.34 -0.712
Cl 2.48 3.94 -1.64 0.642
Se -3.79 -3.72 -1.16 -0.342
Sb -1.46 -3.42 -0.51 -0.294
Se -1.23 -1.62 1.22 0.100
Se -0.17 -2.21 -2.31 0.010
Se -0.27 -5.43 0.19 -0.350
Cl 3.51 -4.42 0.03 0.630
C 3.20 -3.08 1.07 -1.517
Cl 2.91 -3.47 2.73 0.637
Cl 4.82 -2.03 1.08 0.427
C 2.28 -2.11 0.53 -0.332
N 1.55 -1.34 0.10 0.080
Cl -4.51 -0.40 -3.38 0.631
C -4.17 0.34 -1.86 -1.513
Cl -4.29 2.26 -2.19 0.410
Cl -5.31 0.03 -0.60 0.636
C -2.79 0.26 -1.45 -0.337
N -1.70 0.17 -1.12 0.074
```

LUMO = 3.74 eV
E = -453408.5862 eV
Total charge = -2

---

Formula: C46H44MnN2O6P
Source: OMol25
Level of theory: ωB97M-V/def2-TZVPD

```
100
Properties=species:S:1:pos:R:3:lowdin_charge:R:1
Mn 0.16 0.58 0.89 0.852
O -3.28 -1.02 1.41 0.028
C -2.58 -0.77 0.43 -0.611
O -1.86 0.28 0.27 -0.169
C -2.53 -1.79 -0.70 -0.129
C -3.47 -2.81 -0.68 -0.042
C -3.48 -3.81 -1.64 -0.085
C -2.52 -3.79 -2.64 -0.090
C -1.58 -2.77 -2.68 -0.097
C -1.57 -1.76 -1.72 -0.259
P -0.37 -0.35 -1.81 1.153
C -1.41 0.81 -2.78 -0.321
C -1.68 2.07 -2.26 -0.083
C -2.48 2.96 -2.96 -0.085
C -3.02 2.61 -4.18 -0.101
C -2.77 1.35 -4.71 -0.091
C -1.97 0.46 -4.01 -0.097
C 0.84 -0.96 -3.06 -0.363
C 1.17 -0.26 -4.22 -0.087
C 2.23 -0.67 -5.02 -0.089
C 2.97 -1.79 -4.67 -0.104
C 2.66 -2.49 -3.51 -0.102
C 1.61 -2.07 -2.71 -0.115
H -4.19 -2.80 0.13 0.115
H -4.23 -4.59 -1.61 0.096
H -2.51 -4.56 -3.40 0.096
H -0.84 -2.77 -3.47 0.094
H -1.26 2.34 -1.30 0.085
H -2.69 3.94 -2.53 0.103
H -3.65 3.31 -4.72 0.094
H -3.19 1.06 -5.66 0.096
H -1.78 -0.53 -4.42 0.103
H 0.62 0.63 -4.49 0.102
H 2.48 -0.11 -5.91 0.100
H 3.79 -2.12 -5.30 0.094
H 3.24 -3.35 -3.22 0.100
H 1.40 -2.59 -1.78 0.112
C 0.75 5.42 -3.95 -0.085
O 1.91 4.62 -4.09 -0.082
C 2.10 3.65 -3.15 -0.283
C 3.21 2.81 -3.39 -0.031
C 3.46 1.80 -2.50 -0.048
C 2.64 1.55 -1.38 -0.112
C 2.96 0.43 -0.51 -0.371
C 4.26 -0.32 -0.72 -0.008
O 2.23 0.03 0.40 -0.046
C 1.52 2.41 -1.13 -0.359
O 0.73 2.30 -0.14 -0.129
C 1.30 3.48 -2.06 0.044
H 0.74 6.09 -4.81 0.087
H 0.78 6.01 -3.04 0.095
H -0.15 4.81 -3.95 0.084
H 3.83 2.98 -4.26 0.107
H 4.30 1.15 -2.70 0.104
H 4.24 -0.85 -1.67 0.069
H 4.35 -1.05 0.09 0.085
H 5.12 0.35 -0.72 0.085
H 0.46 4.12 -1.85 0.108
C 1.94 -0.87 6.04 -0.143
C 0.94 0.07 6.30 -0.123
C 0.40 0.84 5.28 -0.055
C 0.84 0.71 3.94 -0.322
C 1.88 -0.21 3.71 -0.059
C 2.41 -0.99 4.73 -0.121
N 0.23 1.33 2.88 -0.015
C -0.39 2.56 3.09 -0.303
C -1.58 2.86 2.40 -0.033
C -2.18 4.11 2.52 -0.106
C -1.63 5.09 3.32 -0.135
C -0.45 4.81 4.01 -0.116
C 0.16 3.57 3.89 -0.051
H 2.35 -1.47 6.84 0.080
H 0.56 0.19 7.30 0.091
H -0.40 1.53 5.51 0.107
H 2.26 -0.32 2.71 0.087
H 3.19 -1.69 4.50 0.096
H -2.04 2.09 1.79 0.088
H -3.10 4.30 1.98 0.094
H -2.10 6.06 3.42 0.082
H 0.00 5.57 4.64 0.090
H 1.08 3.38 4.42 0.109
O 0.15 -1.70 1.37 0.027
C 0.03 -2.26 2.45 -0.458
C -0.96 -1.88 3.51 -0.085
C -1.95 -3.06 3.67 -0.159
C -2.14 -3.96 2.43 -0.184
C -1.09 -5.05 2.19 -0.182
C 0.28 -4.52 1.77 -0.181
N 0.71 -3.46 2.68 0.077
H -1.48 -0.98 3.19 0.111
H -0.44 -1.67 4.45 0.110
H -2.91 -2.64 3.93 0.110
H -1.64 -3.69 4.52 0.105
H -2.23 -3.33 1.55 0.084
H -3.11 -4.46 2.54 0.112
H -1.45 -5.75 1.43 0.106
H -0.97 -5.64 3.12 0.106
H 0.24 -4.09 0.77 0.114
H 1.03 -5.32 1.75 0.108
H 0.57 -3.75 3.64 0.124
```

Multiplicity = 6
LUMO (alpha / beta) = 2.52 / 2.51 eV
E = -104296.7458 eV
Total charge = -1